(1)
Computed, not measured: 2 unconnected molecules or ions with the total composition C33H31N2S in a non-equilibrium geometry, with ωB97M-V/def2-TZVPD.

Geometry (Å):
C  6.12026  -1.74041  3.14257
C  4.83892  -0.98354  3.15373
C  4.82560  0.40829  3.17593
C  3.64122  1.10995  3.21713
C  2.40710  0.43651  3.22343
C  1.16766  1.15270  3.26657
C  -0.06278  0.53652  3.16890
C  -1.29454  1.15618  3.21743
C  -2.54093  0.45304  3.16969
C  -3.76721  1.14089  3.14329
C  -4.96228  0.45669  3.12888
C  -4.99375  -0.93481  3.14139
C  -6.28977  -1.66917  3.15074
C  -3.78787  -1.62604  3.15476
C  -2.59228  -0.95155  3.16637
C  2.43976  -0.96938  3.19098
C  3.62510  -1.65820  3.15989
H  5.94491  -2.81683  3.14273
H  6.70978  -1.50290  2.25724
H  6.71916  -1.50669  4.02280
H  5.76362  0.93619  3.16402
H  3.64777  2.18654  3.25146
H  1.19480  2.22046  3.39018
H  -0.05891  -0.52235  3.00965
H  -1.31304  2.22697  3.30120
H  -3.76426  2.21722  3.12982
H  -5.89568  0.99499  3.10920
H  -6.13466  -2.74897  3.15778
H  -6.87472  -1.41539  4.03547
H  -6.88563  -1.42733  2.27001
H  -3.79067  -2.70362  3.16153
H  -1.67935  -1.51608  3.18501
H  1.52275  -1.52764  3.21062
H  3.61220  -2.73502  3.14821
C  -3.88206  3.85727  6.22432
C  -3.49801  2.53755  6.34271
C  -2.19253  2.22596  6.65834
C  -1.26288  3.23257  6.86102
C  0.18060  2.92948  7.20293
C  0.48969  3.36150  8.65756
C  1.98371  3.36430  8.94700
N  2.70318  4.00568  7.84831
C  3.94698  4.67274  7.99370
C  4.43386  5.13284  6.76704
C  5.64169  5.79830  6.69108
C  6.36938  6.00780  7.84808
C  5.89042  5.56130  9.07125
C  4.68425  4.89635  9.15479
S  3.31816  4.73054  5.45774
C  2.16558  3.96953  6.56551
N  1.02891  3.48298  6.20695
C  -1.65928  4.55099  6.72777
C  -2.96369  4.86709  6.41815
H  -4.90366  4.10032  5.98916
H  -4.21455  1.74855  6.18350
H  -1.88477  1.19867  6.74384
H  0.31717  1.83756  7.13726
H  0.07732  4.36276  8.82100
H  -0.04988  2.71489  9.36226
H  2.21292  3.89246  9.87590
H  2.35709  2.34194  9.05396
H  6.00514  6.13527  5.73415
H  7.32004  6.51422  7.79498
H  6.47498  5.73231  9.96156
H  4.32110  4.55383  10.10616
H  -0.92693  5.32771  6.86095
H  -3.26055  5.89960  6.32762

Cartesian forces (eV/Å) of the 3 atoms listed first:
0.18 -0.35 -0.01
0.07 0.04 0.02
-0.08 0.19 -0.01

The spin multiplicity is 1. Its charge is +1.

(2)
Computed, not measured: a single C6H14O molecule, with ωB97M-V/def2-TZVPD.

Geometry (Å):
C  2.34919  -1.38249  -0.60624
O  1.60509  -0.78193  0.42153
C  0.95492  0.43078  0.10908
C  -0.59727  0.35295  0.17054
C  -1.13971  1.77760  0.37864
C  -1.22392  -0.19376  -1.11619
C  -0.97703  -0.55213  1.35120
H  3.17406  -0.75169  -0.98829
H  1.72484  -1.69021  -1.46011
H  2.78560  -2.27241  -0.15604
H  1.33465  0.78593  -0.85775
H  1.25106  1.17444  0.85853
H  -0.74425  2.25324  1.28585
H  -2.23360  1.76326  0.46086
H  -0.88656  2.42182  -0.47307
H  -0.90415  -1.21656  -1.34637
H  -0.98774  0.44591  -1.97564
H  -2.31491  -0.20123  -1.00448
H  -0.47557  -1.51497  1.22615
H  -2.06071  -0.72417  1.42029
H  -0.63401  -0.12436  2.30152

Cartesian forces (eV/Å) of the 3 atoms listed first:
0.15 -0.15 -0.23
-0.04 -0.05 0.13
-0.17 0.31 -0.04

The spin multiplicity is 1.

ΔE to the lowest compared entry with this formula, charge and spin values (in kJ/mol) by entry order: 0.0, 75.6.
LUMO values (in hartree) by entry order: -0.18846, 0.03361.
Frontier orbital gap values (in eV) by entry order: 4.698, 10.494.